No. 1
C40H45N9 | ωB97M-V/def2-TZVPD

The geometry in XYZ format:
```
94
Properties=species:S:1:pos:R:3
C 8.33 -0.19 -2.59
C 8.95 -1.12 -1.73
C 10.15 -1.57 -2.28
N 10.25 -0.90 -3.48
C 9.27 0.07 -3.54
H 7.38 0.31 -2.45
H 8.49 -1.46 -0.82
H 10.85 -2.35 -1.98
H 10.91 -1.05 -4.22
H 9.21 0.74 -4.39
C -3.25 1.19 6.42
C -3.92 -0.03 6.39
C -3.97 -0.46 5.07
N -3.33 0.45 4.30
C -2.85 1.47 5.12
H -3.17 1.78 7.33
H -4.34 -0.50 7.27
H -4.46 -1.32 4.63
H -3.29 0.49 3.29
H -2.34 2.34 4.74
C 4.31 -6.54 -1.65
C 3.61 -6.15 -0.49
C 3.30 -7.30 0.27
N 3.82 -8.39 -0.35
C 4.45 -7.95 -1.47
H 4.59 -5.93 -2.50
H 3.26 -5.14 -0.35
H 2.74 -7.32 1.19
H 3.80 -9.32 0.04
H 4.93 -8.70 -2.07
C 4.80 4.27 -4.75
C 4.61 4.62 -3.42
C 5.80 4.89 -2.78
N 6.76 4.70 -3.73
C 6.13 4.36 -4.90
H 4.05 4.11 -5.51
H 3.68 4.53 -2.87
H 5.98 5.11 -1.74
H 7.76 4.82 -3.66
H 6.75 4.30 -5.78
C 4.65 5.07 2.47
C 5.54 6.11 2.73
C 6.68 5.52 3.30
N 6.44 4.14 3.29
C 5.15 3.84 2.80
H 3.73 5.42 2.01
H 5.44 7.15 2.45
H 7.55 5.90 3.80
H 7.12 3.49 3.67
H 4.84 2.82 2.63
C -6.36 4.40 -2.67
C -7.61 3.87 -2.95
C -8.68 4.78 -2.84
N -8.54 6.08 -2.48
C -7.28 6.49 -2.09
C -6.16 5.68 -2.22
H -5.52 3.74 -2.84
H -7.74 2.87 -3.33
H -9.69 4.44 -3.03
H -7.09 7.54 -1.91
H -5.17 6.08 -2.06
C -2.17 -5.12 1.67
C -2.83 -5.47 2.78
C -4.07 -6.11 2.78
N -4.74 -6.27 1.57
C -4.11 -5.81 0.45
C -2.87 -5.22 0.46
H -1.13 -4.83 1.80
H -2.32 -5.27 3.72
H -4.51 -6.60 3.64
H -4.68 -6.06 -0.43
H -2.49 -4.87 -0.49
C 1.02 0.28 -0.92
C 0.77 1.61 -0.50
C -0.55 2.00 -0.31
N -1.56 1.11 -0.45
C -1.34 -0.19 -0.85
C -0.04 -0.65 -1.08
H 2.04 0.01 -1.15
H 1.62 2.23 -0.25
H -0.83 2.97 0.08
H -2.23 -0.79 -0.74
H 0.20 -1.69 -1.25
C -9.50 -2.36 1.36
C -9.04 -3.07 0.27
C -7.86 -2.59 -0.43
N -7.22 -1.42 -0.03
C -7.71 -0.76 1.08
C -8.87 -1.18 1.73
H -10.40 -2.67 1.88
H -9.54 -3.95 -0.10
H -7.63 -3.18 -1.30
H -7.28 0.21 1.27
H -9.44 -0.56 2.41
```

Summary:
- Relative energy (zero: lowest compared OMol25 entry of this formula, charge and spin): 0.0 kJ/mol
- Multiplicity: 1
- SMILES string: c1cc[nH]c1.c1cc[nH]c1.c1cc[nH]c1.c1cc[nH]c1.c1cc[nH]c1.c1ccncc1.c1ccncc1.c1ccncc1.c1ccncc1
- Orbital gap: 8.3 eV

Just the Löwdin charges please, in e? Sure, here they are: number 1, C, carries -0.113; number 2, C, carries -0.130; number 3, C, carries -0.115; number 4, N, carries -0.011; number 5, C, carries -0.157; number 6, H, carries 0.095; number 7, H, carries 0.085; number 8, H, carries 0.101; number 9, H, carries 0.144; number 10, H, carries 0.102; number 11, C, carries -0.128; number 12, C, carries -0.129; number 13, C, carries -0.148; number 14, N, carries 0.005; number 15, C, carries -0.128; number 16, H, carries 0.091; number 17, H, carries 0.088; number 18, H, carries 0.103; number 19, H, carries 0.145; number 20, H, carries 0.098; number 21, C, carries -0.090; number 22, C, carries -0.123; number 23, C, carries -0.155; number 24, N, carries 0.000; number 25, C, carries -0.150; number 26, H, carries 0.088; number 27, H, carries 0.082; number 28, H, carries 0.099; number 29, H, carries 0.154; number 30, H, carries 0.097; number 31, C, carries -0.118; number 32, C, carries -0.140; number 33, C, carries -0.124; number 34, N, carries 0.010; number 35, C, carries -0.175; number 36, H, carries 0.101; number 37, H, carries 0.088; number 38, H, carries 0.104; number 39, H, carries 0.148; number 40, H, carries 0.107; number 41, C, carries -0.158; number 42, C, carries -0.124; number 43, C, carries -0.112; number 44, N, carries -0.016; number 45, C, carries -0.100; number 46, H, carries 0.090; number 47, H, carries 0.090; number 48, H, carries 0.098; number 49, H, carries 0.135; number 50, H, carries 0.098; number 51, C, carries -0.102; number 52, C, carries -0.065; number 53, C, carries -0.154; number 54, N, carries 0.047; number 55, C, carries -0.130; number 56, C, carries -0.086; number 57, H, carries 0.102; number 58, H, carries 0.099; number 59, H, carries 0.094; number 60, H, carries 0.095; number 61, H, carries 0.100; number 62, C, carries -0.092; number 63, C, carries -0.113; number 64, C, carries -0.103; number 65, N, carries 0.045; number 66, C, carries -0.159; number 67, C, carries -0.075; number 68, H, carries 0.108; number 69, H, carries 0.099; number 70, H, carries 0.096; number 71, H, carries 0.097; number 72, H, carries 0.096; number 73, C, carries -0.072; number 74, C, carries -0.073; number 75, C, carries -0.149; number 76, N, carries 0.028; number 77, C, carries -0.134; number 78, C, carries -0.071; number 79, H, carries 0.096; number 80, H, carries 0.093; number 81, H, carries 0.096; number 82, H, carries 0.095; number 83, H, carries 0.092; number 84, C, carries -0.099; number 85, C, carries -0.076; number 86, C, carries -0.109; number 87, N, carries 0.040; number 88, C, carries -0.141; number 89, C, carries -0.088; number 90, H, carries 0.101; number 91, H, carries 0.092; number 92, H, carries 0.088; number 93, H, carries 0.095; number 94, H, carries 0.098

=====

No. 2
C40H47F4N4SbSiV | ωB97M-V/def2-TZVPD

The geometry in XYZ format:
```
98
Properties=species:S:1:pos:R:3
V -1.26 0.51 0.96
C -3.39 2.80 1.22
N -2.43 2.01 2.01
C -3.15 1.33 3.10
C -1.38 2.90 2.56
C -0.32 2.09 3.28
N -0.08 0.86 2.52
C 0.84 -0.04 3.04
C 0.68 -1.39 2.74
F -0.31 -1.71 1.86
C 1.47 -2.39 3.25
F 1.19 -3.66 2.92
C 2.53 -2.09 4.08
C 2.75 -0.76 4.36
F 3.78 -0.41 5.13
C 1.93 0.25 3.86
F 2.25 1.52 4.17
H -3.92 3.51 1.87
H -4.11 2.13 0.76
H -2.86 3.35 0.44
H -3.62 2.07 3.76
H -2.47 0.71 3.68
H -3.93 0.70 2.67
H -1.83 3.65 3.23
H -0.94 3.43 1.72
H -0.63 1.86 4.31
H 0.57 2.72 3.36
H 3.17 -2.86 4.47
C -1.47 3.18 -1.87
C -2.16 1.86 -1.97
C -2.89 1.50 -3.09
C -3.62 0.31 -3.07
C -3.62 -0.50 -1.96
C -2.84 -0.11 -0.87
N -2.14 1.05 -0.90
N -2.60 -0.74 0.33
Si -3.52 -2.13 0.92
C -3.13 -3.63 -0.12
C -3.06 -2.47 2.70
C -5.34 -1.70 0.83
H -2.21 3.98 -1.75
H -0.89 3.40 -2.76
H -0.80 3.20 -1.01
H -2.91 2.15 -3.96
H -4.20 0.02 -3.94
H -4.18 -1.43 -1.93
H -2.05 -3.84 -0.10
H -3.43 -3.52 -1.17
H -3.64 -4.51 0.28
H -2.19 -3.12 2.77
H -3.90 -2.97 3.19
H -2.85 -1.56 3.27
H -5.68 -1.43 -0.17
H -5.57 -0.86 1.50
H -5.94 -2.55 1.17
C 4.56 0.95 -0.15
C 4.15 -0.45 0.22
C 5.15 -1.31 0.69
C 4.89 -2.64 0.98
C 3.61 -3.14 0.81
C 2.61 -2.30 0.37
C 2.86 -0.95 0.08
Sb 1.08 -0.03 -0.70
C 0.81 -1.47 -2.24
C -0.43 -2.10 -2.29
C -0.70 -3.08 -3.23
C 0.29 -3.43 -4.14
C 1.54 -2.83 -4.07
C 1.83 -1.86 -3.12
C 3.24 -1.34 -3.04
C 1.56 1.72 -1.81
C 1.47 1.68 -3.20
C 1.70 2.82 -3.96
C 2.01 4.01 -3.32
C 2.08 4.06 -1.93
C 1.84 2.92 -1.16
C 1.85 3.02 0.34
H 5.54 0.94 -0.63
H 4.65 1.59 0.73
H 3.87 1.42 -0.85
H 6.16 -0.92 0.79
H 5.69 -3.28 1.32
H 3.39 -4.18 1.02
H 1.61 -2.71 0.24
H -1.20 -1.84 -1.57
H -1.67 -3.56 -3.26
H 0.10 -4.19 -4.89
H 2.31 -3.13 -4.77
H 3.74 -1.44 -4.00
H 3.81 -1.92 -2.31
H 3.30 -0.29 -2.74
H 1.23 0.75 -3.71
H 1.64 2.78 -5.04
H 2.21 4.90 -3.90
H 2.32 4.99 -1.44
H 2.23 3.99 0.67
H 2.47 2.24 0.80
H 0.85 2.89 0.74
```

Summary:
- <S²>: 2.021
- Relative energy (zero: lowest compared OMol25 entry of this formula, charge and spin): 6.5 kJ/mol
- Charge: +1
- Multiplicity: 3
- Orbital gap (spin up / spin down): 7.5 / 8.2 eV

Just the Löwdin charges please, in e? Sure, here they are: number 1, V, carries 0.848; number 2, C, carries -0.054; number 3, N, carries -0.337; number 4, C, carries -0.053; number 5, C, carries -0.179; number 6, C, carries -0.214; number 7, N, carries -0.129; number 8, C, carries -0.180; number 9, C, carries -0.178; number 10, F, carries 0.005; number 11, C, carries -0.235; number 12, F, carries 0.105; number 13, C, carries 0.087; number 14, C, carries -0.204; number 15, F, carries 0.113; number 16, C, carries -0.136; number 17, F, carries 0.090; number 18, H, carries 0.107; number 19, H, carries 0.099; number 20, H, carries 0.074; number 21, H, carries 0.110; number 22, H, carries 0.083; number 23, H, carries 0.082; number 24, H, carries 0.140; number 25, H, carries 0.109; number 26, H, carries 0.129; number 27, H, carries 0.116; number 28, H, carries 0.146; number 29, C, carries -0.012; number 30, C, carries -0.303; number 31, C, carries -0.015; number 32, C, carries -0.028; number 33, C, carries -0.018; number 34, C, carries -0.449; number 35, N, carries 0.021; number 36, N, carries -0.145; number 37, Si, carries 0.425; number 38, C, carries -0.158; number 39, C, carries -0.154; number 40, C, carries -0.157; number 41, H, carries 0.096; number 42, H, carries 0.083; number 43, H, carries 0.061; number 44, H, carries 0.121; number 45, H, carries 0.120; number 46, H, carries 0.099; number 47, H, carries 0.036; number 48, H, carries 0.022; number 49, H, carries 0.043; number 50, H, carries 0.031; number 51, H, carries 0.045; number 52, H, carries 0.015; number 53, H, carries 0.025; number 54, H, carries 0.028; number 55, H, carries 0.042; number 56, C, carries -0.044; number 57, C, carries -0.290; number 58, C, carries -0.041; number 59, C, carries -0.062; number 60, C, carries -0.078; number 61, C, carries -0.163; number 62, C, carries -0.308; number 63, Sb, carries 1.649; number 64, C, carries -0.319; number 65, C, carries -0.129; number 66, C, carries -0.075; number 67, C, carries -0.063; number 68, C, carries -0.036; number 69, C, carries -0.289; number 70, C, carries -0.041; number 71, C, carries -0.346; number 72, C, carries -0.121; number 73, C, carries -0.074; number 74, C, carries -0.066; number 75, C, carries -0.040; number 76, C, carries -0.345; number 77, C, carries -0.057; number 78, H, carries 0.092; number 79, H, carries 0.090; number 80, H, carries 0.047; number 81, H, carries 0.119; number 82, H, carries 0.111; number 83, H, carries 0.113; number 84, H, carries 0.098; number 85, H, carries 0.054; number 86, H, carries 0.103; number 87, H, carries 0.110; number 88, H, carries 0.117; number 89, H, carries 0.089; number 90, H, carries 0.089; number 91, H, carries 0.055; number 92, H, carries 0.098; number 93, H, carries 0.111; number 94, H, carries 0.111; number 95, H, carries 0.117; number 96, H, carries 0.096; number 97, H, carries 0.059; number 98, H, carries 0.038